No. 1
{"formula": "C43H44N5O3STeV", "method": "the ωB97M-V functional and the def2-TZVPD basis", "symbols": ["Te", "V", "S", "O", "O", "O", "N", "N", "N", "N", "N", "C", "C", "C", "C", "C", "C", "C", "C", "C", "C", "C", "C", "C", "C", "C", "C", "C", "C", "C", "C", "C", "C", "C", "C", "C", "C", "C", "C", "C", "C", "C", "C", "C", "C", "C", "C", "C", "C", "C", "C", "C", "C", "C", "H", "H", "H", "H", "H", "H", "H", "H", "H", "H", "H", "H", "H", "H", "H", "H", "H", "H", "H", "H", "H", "H", "H", "H", "H", "H", "H", "H", "H", "H", "H", "H", "H", "H", "H", "H", "H", "H", "H", "H", "H", "H", "H", "H"], "coordinates": [[-1.3123, 1.3043, -0.4838], [1.4785, -0.9193, 0.1168], [0.7536, -0.7583, 2.7544], [3.1397, 1.5335, -0.3424], [-0.3450, -0.5115, 1.8215], [0.7873, -2.0606, 3.3601], [1.0427, 0.6698, -0.5986], [1.2037, -2.6793, -0.6744], [0.7669, -5.0926, -0.5958], [3.3920, -1.1024, -0.2274], [2.0292, -0.5071, 1.8086], [-2.5358, 2.2328, 2.2241], [5.4283, -1.5090, -1.3988], [4.1247, -0.9349, 0.9137], [0.5483, 5.2303, -0.6524], [-4.5043, 0.5934, -0.6173], [-1.5013, -1.2799, -2.1447], [-3.6422, 1.5872, 1.4204], [1.5249, 3.0683, -1.0612], [-1.1601, 2.2090, -3.6385], [3.3831, -0.6371, 2.0884], [-2.0737, -1.9175, -0.9036], [1.0525, 1.7984, 3.4984], [-4.9049, 1.4973, 1.9838], [-0.8401, -1.4805, -4.4730], [1.9513, 1.6894, -0.6293], [-1.0839, 0.7163, -3.4705], [-7.3241, 0.7829, 1.9333], [0.7913, 0.5186, 3.9745], [6.1770, -1.3407, -0.2631], [4.0394, -0.4997, 3.2854], [5.4415, -0.6394, 3.3251], [1.1721, 2.8386, 4.4027], [1.6338, 4.7882, -2.7468], [4.0359, -1.3851, -1.3426], [1.0332, 2.5858, 5.7628], [-5.9708, 0.9274, 1.2990], [0.1844, -5.6565, 0.6260], [1.9316, 3.5031, -2.3193], [1.0155, -3.8236, -0.6518], [-1.2333, -2.0513, -3.2691], [6.1736, -0.8980, 2.2003], [0.8519, 3.9474, -0.2195], [5.5242, -1.0526, 0.9540], [0.9321, 5.6510, -1.9172], [0.9818, -5.9873, -1.7292], [-4.4301, 0.2024, -2.0728], [-3.4181, 1.1073, 0.1127], [-1.3547, 0.1061, -2.2422], [-0.5283, -2.3409, -5.6665], [0.7700, 1.3025, 6.2224], [-0.8080, -0.0946, -4.5639], [-5.7490, 0.5070, -0.0040], [0.6492, 0.2516, 5.3248], [1.6209, -6.8179, -1.4314], [-8.0924, 1.2600, 1.3237], [-2.0424, 2.6060, -3.1314], [-3.5639, 0.6368, -2.5558], [-1.5161, -1.6633, -0.0047], [1.1764, 1.9513, 2.4319], [0.3115, -1.9373, -6.2315], [-1.3867, -2.3831, -6.3401], [-7.3436, 1.2303, 2.9256], [0.0232, -6.3825, -2.0683], [1.3855, 3.8392, 4.0512], [0.4528, -0.7608, 5.6535], [0.0156, 5.9072, 0.0035], [-4.3888, -0.8822, -2.1984], [0.7038, 6.6548, -2.2502], [7.2507, -0.9936, 2.2439], [5.8994, -1.7443, -2.3427], [-1.7455, 1.5109, 2.4438], [-3.0943, -1.5645, -0.7447], [0.1079, -4.8901, 1.3944], [3.4310, -1.4969, -2.2347], [-6.5791, 0.1107, -0.5806], [-2.9187, 2.6202, 3.1664], [-5.0648, 1.8815, 2.9853], [-2.1012, 3.0686, 1.6685], [-1.2309, 2.4755, -4.6924], [7.2561, -1.4238, -0.2821], [0.8190, -6.4633, 0.9915], [-5.3220, 0.5553, -2.5905], [0.5919, 3.6461, 0.7894], [5.9458, -0.5338, 4.2765], [-0.2902, -3.3604, -5.3650], [-7.5897, -0.2713, 2.0276], [1.4538, -5.4494, -2.5474], [-0.2896, 2.7056, -3.2177], [2.4893, 2.8263, -2.9556], [-1.3546, -3.1297, -3.2162], [1.9513, 5.1171, -3.7280], [1.1420, 3.3981, 6.4692], [-0.5782, 0.3703, -5.5168], [-2.1078, -3.0025, -1.0049], [0.6657, 1.1177, 7.2827], [-0.8115, -6.0485, 0.4162], [3.4927, -0.2806, 4.1929]], "forces_ev_per_a": [[-0.860, 0.168, -0.848], [-1.772, 0.673, -1.504], [0.102, -0.294, 0.629], [-0.185, 0.301, 0.003], [0.205, -0.172, -0.109], [0.006, 0.252, 0.374], [-0.487, 1.305, -0.506], [-0.598, -1.565, -0.364], [0.017, -0.098, 0.143], [1.976, -0.430, -0.219], [0.139, 0.124, 2.213], [-0.101, -0.157, -0.116], [0.295, -0.016, -0.038], [0.224, 0.010, 0.220], [-0.034, 0.053, 0.049], [0.166, 0.112, -0.176], [-0.191, 0.082, 0.165], [0.256, 0.004, -0.096], [0.126, 0.013, -0.064], [-0.002, -0.071, -0.031], [0.699, -0.074, 0.338], [0.131, -0.055, -0.149], [-0.019, 0.029, 0.000], [-0.114, -0.015, 0.030], [0.001, -0.032, 0.019], [0.348, -0.150, 0.020], [-0.007, 0.057, 0.126], [0.017, 0.017, -0.021], [0.086, -0.049, -0.332], [-0.215, 0.027, -0.015], [-0.317, 0.009, -0.256], [0.268, -0.033, -0.042], [-0.015, -0.029, -0.046], [0.010, -0.048, -0.041], [-0.177, 0.107, 0.102], [0.008, -0.005, 0.016], [0.080, 0.006, -0.015], [-0.153, -0.037, 0.136], [-0.049, 0.019, 0.025], [-0.096, -0.026, -0.195], [-0.002, -0.021, -0.018], [0.053, 0.032, 0.130], [0.069, -0.044, -0.034], [-0.255, -0.001, -0.068], [0.004, 0.006, -0.010], [0.022, -0.037, -0.188], [-0.146, 0.064, 0.077], [0.098, -0.101, 0.335], [0.182, -0.070, 0.066], [-0.074, 0.069, -0.003], [-0.018, 0.047, 0.030], [-0.036, -0.025, -0.033], [-0.016, -0.003, 0.014], [-0.062, -0.194, -0.050], [0.024, 0.041, 0.046], [-0.010, 0.001, 0.016], [-0.005, 0.035, -0.039], [-0.105, -0.020, -0.116], [0.081, -0.022, 0.161], [0.041, 0.074, 0.025], [0.008, -0.021, -0.008], [0.021, -0.023, -0.016], [-0.025, -0.005, 0.000], [0.010, 0.021, 0.004], [0.000, 0.000, 0.006], [0.034, 0.018, 0.023], [0.028, 0.005, 0.010], [0.017, 0.051, -0.083], [-0.025, -0.002, 0.012], [-0.006, 0.010, 0.040], [-0.023, 0.046, -0.015], [0.030, 0.062, 0.059], [0.108, -0.099, 0.082], [0.036, 0.028, -0.043], [-0.006, -0.048, 0.005], [0.002, 0.011, -0.003], [0.017, -0.003, 0.007], [0.026, -0.014, 0.004], [0.054, 0.048, 0.097], [0.033, -0.001, 0.009], [0.005, -0.033, -0.036], [0.024, 0.022, -0.030], [-0.019, -0.019, 0.018], [-0.084, -0.043, -0.023], [-0.005, 0.012, -0.006], [0.007, -0.005, -0.024], [-0.017, 0.006, 0.019], [0.001, 0.026, 0.029], [0.081, 0.095, 0.049], [0.005, 0.023, -0.012], [0.007, 0.013, 0.054], [0.006, 0.003, 0.009], [-0.020, -0.011, 0.014], [-0.002, 0.008, 0.004], [0.049, -0.025, 0.015], [-0.004, -0.005, -0.001], [0.022, 0.008, -0.032], [-0.009, -0.003, -0.001]], "lowdin_charge": [1.81, 0.79, 0.62, 0.05, -0.39, -0.27, -0.22, 0.15, -0.17, -0.02, -0.24, -0.10, -0.02, -0.14, -0.07, -0.29, -0.32, -0.31, -0.21, -0.05, -0.22, -0.05, -0.06, -0.01, -0.26, -0.58, -0.30, -0.04, -0.29, 0.03, 0.02, -0.05, -0.05, -0.08, -0.08, -0.06, -0.25, 0.00, -0.05, -0.17, -0.02, -0.02, -0.09, -0.13, -0.08, -0.01, -0.04, -0.32, -0.40, -0.04, -0.06, 0.00, -0.01, -0.05, 0.10, 0.09, 0.07, 0.05, 0.04, 0.11, 0.08, 0.09, 0.08, 0.10, 0.11, 0.12, 0.11, 0.09, 0.11, 0.12, 0.11, 0.04, 0.07, 0.10, 0.13, 0.13, 0.09, 0.12, 0.06, 0.09, 0.13, 0.10, 0.09, 0.09, 0.11, 0.07, 0.09, 0.10, 0.05, 0.13, 0.11, 0.11, 0.11, 0.13, 0.08, 0.11, 0.10, 0.12], "s_squared": 3.77, "multiplicity": 4, "total_charge": 1, "e_tot_ha": -3774.4594, "gap_ha": [0.257, 0.234]}



No. 2
{"formula": "C43H45FeN3P2S2", "method": "the ωB97M-V functional and the def2-TZVPD basis", "symbols": ["Fe", "S", "S", "P", "P", "N", "N", "N", "C", "C", "C", "C", "C", "C", "C", "C", "C", "C", "C", "C", "C", "C", "C", "C", "C", "C", "C", "C", "C", "C", "C", "C", "C", "C", "C", "C", "C", "C", "C", "C", "C", "C", "C", "C", "C", "C", "C", "C", "C", "C", "C", "H", "H", "H", "H", "H", "H", "H", "H", "H", "H", "H", "H", "H", "H", "H", "H", "H", "H", "H", "H", "H", "H", "H", "H", "H", "H", "H", "H", "H", "H", "H", "H", "H", "H", "H", "H", "H", "H", "H", "H", "H", "H", "H", "H", "H"], "coordinates": [[0.0101, 1.3164, -0.4342], [3.3614, 2.9869, 1.4536], [2.4626, 1.0068, -0.6902], [1.6104, -2.9526, 1.1022], [-0.5853, -0.9064, 0.4290], [0.9649, 2.0460, 1.1841], [0.1231, 1.8502, -2.5366], [-1.0517, 1.5763, -3.2832], [4.2229, -1.8584, 1.2728], [-4.0355, 1.0721, 0.4290], [-2.6385, -0.4547, -1.4592], [-2.3418, 1.4204, -5.2774], [-2.6177, -4.4777, 1.0120], [2.4924, -4.5625, 1.0639], [2.1656, 1.9728, 0.6592], [-1.8914, 0.1062, -0.3979], [1.1259, 4.6183, 4.4244], [2.7618, -6.8012, 0.1993], [-1.7285, -2.2370, 1.0104], [2.6450, -1.2054, 2.9674], [-3.4880, -2.8497, 2.5443], [-2.2738, 2.6100, -0.4689], [-2.7170, 5.0260, 0.0103], [2.1314, 3.5051, 2.5793], [-0.9420, 1.7139, -4.7437], [5.1979, -1.0928, 1.8890], [4.9032, -0.3999, 3.0560], [-3.1807, 3.7561, -0.1272], [2.1855, -5.5425, 0.1218], [-1.3456, 5.3365, -0.0612], [-3.9620, -0.1617, -1.6529], [-0.4176, 4.2781, -0.2076], [-0.5451, 3.1597, -5.0513], [-4.6830, 0.5025, -0.6020], [3.3430, -4.8957, 2.1197], [0.2507, -1.6686, -1.0605], [-3.4983, -4.1355, 2.0256], [1.5665, -2.4540, -0.7028], [2.2548, 4.3551, 3.6677], [0.0777, 0.7364, -5.3435], [2.9389, -1.9154, 1.8077], [0.9019, 2.9070, 2.2568], [-0.8481, 3.0058, -0.3465], [-1.7208, -3.5395, 0.5237], [3.6271, -0.4532, 3.5939], [3.6312, -7.1096, 1.2339], [-2.5501, 1.2695, 0.3468], [-0.1102, 4.0778, 4.0739], [3.9106, -6.1561, 2.2027], [-2.6134, -1.9051, 2.0323], [-0.2343, 3.2255, 2.9942], [1.4889, -5.3306, -0.6804], [6.1937, -1.0432, 1.4671], [-0.9853, 4.3329, 4.6558], [-2.6197, 0.3835, -5.0798], [2.4355, -1.8223, -0.8820], [3.5568, -4.1527, 2.8774], [4.4568, -2.4249, 0.3792], [0.4915, -0.8366, -1.7276], [3.2063, 4.8065, 3.9132], [-0.4450, -2.3325, -1.5739], [0.6446, 4.5038, -0.1719], [0.9580, 1.4226, -2.9419], [-4.1908, -4.8727, 2.4094], [-0.7494, 3.3996, -6.0935], [-4.5000, -0.5933, -2.4865], [-2.1086, 1.3947, 1.3402], [-0.1807, -0.2940, -5.0915], [-1.3790, 0.6477, -3.0397], [-2.3914, 1.5953, -6.3513], [-4.2390, 3.5451, -0.0605], [-1.1198, 3.8363, -4.4176], [1.6480, -3.3443, -1.3262], [5.6693, 0.1947, 3.5362], [4.5722, -6.3923, 3.0261], [-4.1570, -2.5853, 3.3529], [-2.4876, 2.3222, -1.5127], [-2.6095, -0.8997, 2.4372], [1.6440, -1.2515, 3.3809], [0.1027, 0.8310, -6.4287], [-2.1928, -1.2276, -2.0802], [3.3970, 0.0987, 4.4968], [0.2606, 2.8569, -2.5419], [1.0856, 0.9383, -4.9739], [-5.7653, 0.4518, -0.6191], [1.2063, 5.2465, 5.3012], [-1.0068, -3.8415, -0.2327], [2.5277, -7.5468, -0.5499], [-1.0000, 6.3560, 0.0266], [-1.1882, 2.8104, 2.7018], [0.5183, 3.3247, -4.8709], [-2.6170, -5.4806, 0.6040], [-4.5647, 1.4704, 1.2858], [-3.0636, 2.0647, -4.7768], [-3.4231, 5.8304, 0.1827], [4.0746, -8.0944, 1.2962]], "forces_ev_per_a": [[0.123, 0.970, -0.704], [-0.360, -0.201, -0.008], [0.345, -0.312, -0.312], [0.076, -0.123, -0.079], [-1.563, -1.027, -0.169], [0.358, -0.304, -0.264], [0.038, -0.372, -0.195], [-0.188, 0.057, -0.149], [-0.023, 0.123, 0.048], [-0.222, -0.154, -0.043], [-0.861, -0.122, -0.514], [0.089, 0.042, 0.131], [-0.031, -0.028, -0.002], [-0.215, 0.002, 0.031], [0.716, 0.342, 0.564], [2.006, 0.633, 0.467], [0.078, 0.043, 0.028], [0.014, -0.063, -0.033], [0.611, -0.261, 0.340], [-0.015, -0.023, -0.074], [0.021, 0.073, -0.031], [-0.774, 0.092, 0.423], [-0.197, 0.123, 0.039], [-0.077, -0.189, -0.082], [0.163, 0.076, -0.060], [0.078, -0.077, -0.062], [-0.024, 0.108, -0.008], [0.175, 0.033, -0.017], [0.059, 0.050, 0.012], [-0.051, -0.011, -0.116], [0.681, -0.378, -0.199], [0.313, -0.155, -0.041], [-0.063, -0.145, 0.042], [0.001, 0.293, 0.427], [-0.016, 0.027, -0.080], [0.422, -0.520, 0.486], [-0.070, -0.132, -0.038], [-0.519, 0.372, 0.241], [-0.048, 0.030, 0.035], [-0.103, 0.112, 0.078], [-0.167, 0.028, -0.062], [0.028, 0.421, 0.414], [-0.535, 0.167, -0.157], [-0.021, 0.112, -0.019], [0.088, 0.139, 0.070], [-0.009, -0.057, 0.039], [-0.263, 0.305, -0.342], [-0.057, -0.036, 0.017], [0.004, 0.011, -0.021], [0.006, -0.025, 0.028], [0.065, -0.099, -0.074], [0.005, -0.016, -0.017], [0.007, -0.003, 0.002], [-0.021, -0.028, 0.020], [-0.030, -0.031, -0.003], [0.007, -0.020, -0.105], [0.070, -0.050, 0.033], [0.034, 0.013, -0.023], [-0.037, -0.126, -0.103], [0.028, -0.028, 0.040], [-0.005, 0.076, -0.074], [0.035, -0.029, 0.073], [-0.020, 0.033, 0.038], [-0.008, -0.012, 0.035], [0.045, 0.001, -0.044], [-0.015, -0.060, 0.025], [-0.099, -0.008, 0.036], [-0.033, -0.023, -0.028], [0.010, 0.051, 0.156], [0.025, -0.039, -0.035], [-0.026, 0.040, -0.008], [-0.035, 0.061, -0.039], [0.037, 0.063, -0.009], [0.013, 0.003, 0.023], [0.011, -0.014, 0.003], [-0.030, 0.028, -0.017], [0.027, -0.061, 0.062], [-0.029, 0.020, 0.006], [-0.009, 0.010, -0.023], [0.039, -0.017, -0.040], [0.070, 0.122, -0.116], [-0.012, -0.013, 0.004], [0.038, -0.017, 0.062], [0.045, -0.014, -0.052], [-0.018, 0.001, 0.097], [-0.014, 0.087, -0.046], [-0.025, -0.003, -0.023], [-0.013, -0.005, -0.006], [0.009, 0.019, 0.020], [-0.060, 0.007, 0.053], [0.023, 0.063, -0.003], [0.002, -0.017, 0.031], [-0.083, -0.038, -0.005], [-0.047, 0.020, -0.027], [-0.011, -0.010, 0.038], [0.017, -0.010, -0.013]], "lowdin_charge": [0.42, 1.03, 0.67, 1.06, 0.98, -0.08, -0.01, -0.04, -0.11, -0.09, -0.17, -0.04, -0.08, -0.37, -1.09, -0.44, -0.09, -0.09, -0.37, -0.11, -0.08, -0.26, -0.11, -0.46, -0.63, -0.08, -0.09, -0.02, -0.11, -0.08, -0.10, -0.11, -0.04, -0.10, -0.10, -0.40, -0.10, -0.37, -0.09, -0.04, -0.42, -0.31, -0.15, -0.11, -0.09, -0.10, -0.29, -0.08, -0.08, -0.10, 0.00, 0.09, 0.10, 0.10, 0.08, 0.03, 0.10, 0.11, 0.03, 0.11, 0.06, 0.11, 0.06, 0.10, 0.09, 0.09, 0.11, 0.08, 0.08, 0.08, 0.10, 0.09, 0.06, 0.10, 0.10, 0.10, 0.14, 0.10, 0.10, 0.09, 0.10, 0.10, 0.10, 0.07, 0.10, 0.10, 0.08, 0.10, 0.09, 0.11, 0.08, 0.10, 0.11, 0.09, 0.10, 0.10], "s_squared": 6.20, "multiplicity": 5, "e_tot_ha": -4572.4604, "gap_ha": [0.208, 0.241]}



These records have energy above the lowest of the compared OMol25 structures with the same formula, charge and spin values of 30.1; 0.0 kcal per mole, in the order they appear.
These records have largest force on an atom values of 0.04705; 0.04191 Eh/bohr, in the order they appear.